DFT (wB97M-V/def2-TZVPD) results for 2 unconnected molecules or ions with the total composition C4H10N at a distorted geometry.

Values from the calculation:
Max |F| = 2.85 eV Å⁻¹
Gap between HOMO and LUMO (spin up / spin down) = 0.2342 / 0.2606 Ha
Spin multiplicity = 2
Net charge = +2
HOMO energy (spin up / spin down) = -21.27 / -21.66 eV
<S²> = 0.806
E = -5772.1522 eV

Bonds (Å) are listed after each position.
Geometry (Å):
1 C 0.22 -0.36 -1.43  C2 1.472, H6 1.261, H7 1.085, H8 1.120
2 C 1.12 -0.48 -0.27  C1 1.472, C3 1.613, H9 1.156, H10 1.088
3 C 0.62 -1.46 0.91  C2 1.613, H11 1.103, H12 1.090, H15 1.087
4 C -1.77 2.14 0.61  N5 1.234, H13 1.114, H14 1.097
5 N -1.47 0.99 0.29  C4 1.234
6 H -0.61 0.20 -0.66  C1 1.261
7 H 0.03 -1.36 -1.81  C1 1.085
8 H 0.39 0.36 -2.27  C1 1.120
9 H 2.14 -0.86 -0.67  C2 1.156
10 H 1.28 0.44 0.29  C2 1.088
11 H -0.31 -0.96 1.23  C3 1.103
12 H 1.37 -1.47 1.70  C3 1.090
13 H -1.51 2.50 1.63  C4 1.114
14 H -2.04 2.82 -0.21  C4 1.097
15 H 0.54 -2.51 0.66  C3 1.087